1.
{"formula": "C27H36N11O2P", "method": "wB97M-V/def2-TZVPD", "elements": ["N", "P", "C", "C", "C", "O", "C", "C", "N", "C", "C", "C", "C", "N", "C", "C", "O", "H", "H", "H", "H", "H", "H", "H", "H", "H", "H", "H", "H", "C", "C", "N", "H", "H", "H", "C", "C", "N", "H", "H", "H", "C", "C", "N", "H", "H", "H", "C", "C", "N", "H", "H", "H", "C", "C", "N", "H", "H", "H", "C", "C", "N", "H", "H", "H", "C", "C", "N", "H", "H", "H", "C", "C", "N", "H", "H", "H"], "xyz": [[-4.05234, 0.10586, 4.04952], [-4.33821, -0.13837, 2.48208], [-2.63307, -0.34527, 1.67868], [-1.80081, -1.30592, 2.21780], [-0.35755, -1.45023, 1.58682], [0.22731, -2.51376, 1.51810], [0.27325, -0.08314, 1.09801], [1.72948, 0.19577, 1.21564], [2.57365, -0.85933, 1.76310], [2.20524, 1.53385, 0.76264], [1.29436, 2.59512, 0.21269], [-0.17738, 2.31376, 0.06795], [-1.22944, 3.34506, -0.48693], [-0.67096, 4.70285, -0.75530], [-0.63923, 0.97474, 0.52373], [-2.16384, 0.55589, 0.46607], [-2.90442, 0.86843, -0.45038], [-4.41264, 1.03825, 4.29992], [-5.14630, -1.29735, 2.34882], [-4.93069, 1.08810, 2.02662], [-2.07563, -1.95252, 3.08932], [2.99539, -0.50556, 2.62835], [3.35688, -1.07098, 1.13462], [3.30992, 1.75581, 0.85372], [1.72077, 3.59202, -0.07755], [-1.99237, 3.49600, 0.34465], [-1.82096, 2.97089, -1.36905], [0.23157, 4.60250, -1.23126], [-0.46423, 5.13603, 0.15385], [1.96782, -4.92995, 2.63041], [3.19834, -5.04140, 3.45718], [4.15271, -5.12722, 4.09864], [1.99330, -5.66802, 1.82801], [1.08818, -5.10705, 3.24893], [1.90165, -3.93259, 2.19528], [4.10087, -0.35212, -2.01577], [4.66801, -1.15771, -0.90394], [5.10816, -1.78260, -0.03828], [3.26859, 0.25134, -1.64953], [4.86646, 0.30821, -2.42373], [3.74175, -1.01264, -2.80553], [2.38036, -6.21610, -1.32717], [2.66496, -7.40183, -0.47658], [2.88586, -8.32534, 0.19221], [3.31039, -5.69931, -1.56587], [1.90011, -6.53278, -2.25370], [1.71761, -5.53073, -0.79707], [0.84681, -3.02947, -3.60008], [2.30598, -2.90773, -3.85718], [3.43864, -2.81272, -4.05592], [0.31952, -3.20713, -4.53729], [0.65838, -3.86156, -2.92174], [0.47238, -2.11019, -3.14879], [-8.65672, -1.10332, 1.11057], [-7.29929, -0.57540, 1.39595], [-6.23840, -0.16232, 1.62099], [-9.10188, -1.49215, 2.02687], [-9.28873, -0.30743, 0.71633], [-8.59366, -1.90650, 0.37585], [-2.12195, 8.83335, -0.62488], [-1.75563, 7.80795, 0.38616], [-1.47131, 7.01274, 1.17009], [-3.20602, 8.88861, -0.72172], [-1.74156, 9.80763, -0.32057], [-1.69117, 8.57107, -1.59110], [4.79889, -10.21358, -2.78807], [3.73552, -9.80026, -3.74530], [2.91179, -9.47833, -4.48526], [4.47222, -11.08992, -2.22859], [5.70937, -10.46082, -3.33401], [5.00487, -9.40476, -2.08700], [-0.85853, 12.91326, 0.72092], [-1.53771, 12.62730, -0.57052], [-2.06647, 12.41753, -1.57902], [-1.05819, 13.94082, 1.02439], [-1.22738, 12.23608, 1.49160], [0.21734, 12.77657, 0.61158]], "forces_ev_per_angstrom": [[-0.6276, -0.0745, -0.9323], [2.3721, 2.2834, 3.3052], [0.7816, -1.1692, -0.3483], [0.3508, 1.4986, -1.3648], [-0.1734, 0.7833, 0.4195], [-0.9840, 1.1577, -0.0133], [0.4188, 2.1296, -0.8169], [-2.0825, 1.3408, -1.2203], [0.0584, 1.4171, -0.1211], [-2.0217, -0.0012, -0.2216], [-1.1210, -2.8149, 0.8294], [1.5699, -2.0420, 0.7343], [-0.0301, 0.4131, 0.9563], [0.2906, -0.9797, 0.3845], [1.3122, -0.3457, 0.5493], [0.8804, -0.3124, 0.3873], [0.6636, -0.3286, 1.3566], [0.4025, -0.6019, -0.0377], [2.3280, -0.7272, 0.1024], [2.3261, -0.2174, -0.1317], [0.2037, 0.5563, -1.0226], [-0.1193, -0.2435, -0.3119], [-0.3912, 0.0589, 0.2921], [-1.4373, -0.2496, -0.0884], [-0.4928, -1.2397, 0.3725], [0.7905, -0.2899, -1.0388], [0.9753, 0.1841, 0.8680], [-0.4770, 0.1157, 0.0419], [-0.1651, -0.0724, -0.5534], [0.6400, 0.0245, 0.3349], [-0.1262, -0.0384, -0.1053], [-0.5906, 0.0678, -0.3804], [0.0551, -0.0350, 0.1195], [0.0755, 0.0212, -0.0226], [0.0238, -0.0419, 0.0906], [0.1880, -0.2731, 0.4486], [0.0250, 0.0493, -0.1998], [-0.3341, 0.4468, -0.6065], [0.0727, -0.0342, 0.0818], [-0.0050, -0.0667, 0.0730], [0.1782, 0.0716, 0.1619], [0.1318, -0.5138, 0.3413], [0.1361, -0.6277, 0.4532], [-0.3014, 1.3269, -1.0079], [-0.0402, -0.0436, 0.0454], [0.0571, -0.0654, 0.0639], [0.0602, -0.0600, 0.0338], [0.6567, 0.0609, -0.1246], [-0.1529, -0.1078, -0.0355], [-0.8215, -0.1432, 0.0964], [0.0827, 0.0110, 0.0404], [0.0469, 0.0593, -0.0372], [0.0641, -0.0480, -0.0146], [0.5902, 0.2362, 0.1346], [-0.0574, 0.2558, -0.0657], [-6.4750, -0.9032, -2.5234], [0.0955, 0.0330, -0.0271], [0.0882, -0.0194, 0.0331], [0.0658, 0.0541, 0.0591], [0.1797, -0.5043, 0.4716], [-0.0693, 0.1228, -0.1266], [-0.1402, 0.5242, -0.3775], [0.0766, -0.0151, 0.0316], [-0.0393, -0.0766, -0.0311], [-0.0162, -0.0249, 0.0878], [-0.5082, 0.1735, -0.4737], [0.1560, -0.0463, 0.1809], [0.5004, -0.1596, 0.4733], [-0.0360, 0.0807, -0.0457], [-0.0805, 0.0444, -0.0029], [-0.0674, -0.0407, -0.0577], [-0.2980, -0.1508, -0.5830], [-0.1825, 0.0294, -0.3710], [0.5902, 0.1508, 1.1454], [-0.0169, -0.0689, -0.0590], [0.0023, 0.0354, -0.0670], [-0.0813, 0.0002, -0.0323]], "lowdin_charge": [-0.3215, 0.6456, -0.2082, 0.0093, -0.2873, 0.0617, 0.0068, -0.2228, 0.0671, -0.0170, -0.0059, -0.1014, -0.2246, -0.0251, -0.0178, -0.3087, 0.0680, -0.0554, 0.0175, 0.0216, 0.1223, 0.0950, 0.0211, 0.1088, 0.0925, 0.1323, 0.1151, 0.0499, 0.0292, -0.0633, -0.2662, 0.1101, 0.0521, 0.0826, 0.0436, -0.0541, -0.2557, 0.1316, 0.0628, 0.0851, 0.0190, -0.0694, -0.2727, 0.1256, 0.0828, 0.0769, 0.0676, -0.0468, -0.2504, 0.1350, 0.0836, 0.0688, 0.0817, -0.0296, -0.1263, -0.0383, 0.0892, 0.0857, 0.0876, -0.0580, -0.2550, 0.1222, 0.0836, 0.0454, 0.0843, -0.0686, -0.2755, 0.1090, 0.0799, 0.0762, 0.0689, -0.0662, -0.2755, 0.1246, 0.0799, 0.0780, 0.0802], "homo_lumo_gap_ha": 0.25397, "e_tot_ev": -58348.4463, "lumo_ev": -0.95, "homo_ev": -7.9}

2.
{"formula": "C31H60CuN6SbSi3", "method": "wB97M-V/def2-TZVPD", "elements": ["Cu", "C", "N", "C", "C", "N", "C", "C", "C", "C", "C", "C", "N", "C", "N", "C", "C", "N", "C", "C", "N", "C", "C", "H", "H", "H", "H", "H", "H", "H", "H", "H", "H", "H", "H", "H", "H", "H", "H", "H", "H", "H", "H", "H", "H", "H", "H", "H", "H", "H", "H", "C", "C", "C", "C", "C", "C", "H", "H", "H", "H", "H", "C", "Si", "C", "C", "Sb", "Si", "C", "C", "C", "Si", "C", "C", "C", "H", "H", "H", "H", "H", "H", "H", "H", "H", "H", "H", "H", "H", "H", "H", "H", "H", "H", "H", "H", "H", "H", "H", "H", "H", "H", "H"], "xyz": [[-1.22978, 0.26899, 1.93729], [1.13920, 2.11918, 2.31681], [2.10300, 1.05396, 2.45230], [3.46722, 1.52727, 2.42030], [1.80958, -0.25217, 2.20084], [0.67472, -0.58242, 1.68583], [0.25612, -1.88522, 1.40921], [0.78519, -3.06289, 1.92866], [0.36329, -4.29255, 1.45918], [-0.55806, -4.36453, 0.42707], [-1.17438, -3.21073, -0.02232], [-0.83975, -1.97552, 0.52095], [-1.54449, -0.79072, 0.26280], [-2.85071, -0.80321, 0.22675], [-3.54181, 0.29352, -0.22436], [-4.74866, 0.68396, 0.48925], [-2.76412, 1.42962, -0.63887], [-3.62524, -1.91128, 0.49912], [-3.56711, -2.60507, 1.76096], [-4.71434, -2.27360, -0.36939], [2.79520, -1.16344, 2.59219], [3.30758, -1.10973, 3.94004], [3.55609, -1.88540, 1.60465], [1.41205, 2.91973, 3.00695], [0.14447, 1.75788, 2.57089], [1.12864, 2.51485, 1.29440], [3.69841, 2.08580, 3.33146], [3.61043, 2.19584, 1.56374], [4.16566, 0.70319, 2.32627], [1.50890, -3.02257, 2.72747], [0.78600, -5.19296, 1.88332], [-0.82006, -5.32165, -0.00610], [-1.94169, -3.26510, -0.78389], [-5.24424, -0.17928, 0.91922], [-5.43151, 1.16642, -0.20305], [-4.50326, 1.37547, 1.29974], [-2.04083, 1.12042, -1.38532], [-2.21540, 1.86264, 0.21453], [-3.42762, 2.17941, -1.06908], [-2.71909, -2.25724, 2.34670], [-3.46535, -3.68341, 1.60346], [-4.48114, -2.41416, 2.34199], [-4.70034, -1.63853, -1.25308], [-5.69060, -2.18486, 0.11709], [-4.59415, -3.31664, -0.68271], [2.77112, -0.34568, 4.49705], [4.38260, -0.89644, 3.97885], [3.13975, -2.06926, 4.43619], [2.98128, -1.95660, 0.68160], [3.77618, -2.90045, 1.94354], [4.51694, -1.39529, 1.38593], [-3.33824, 0.27417, 6.24509], [-2.36162, -0.62571, 5.86182], [-1.75069, -0.49583, 4.62428], [-2.08122, 0.51308, 3.69772], [-3.05812, 1.41185, 4.14956], [-3.67155, 1.30661, 5.38879], [-3.83146, 0.17660, 7.20676], [-2.08802, -1.44389, 6.51674], [-0.97999, -1.21855, 4.36172], [-3.35426, 2.23784, 3.50707], [-4.42987, 2.02629, 5.68552], [4.06863, 2.10454, -3.78570], [3.18487, 1.87684, -2.10460], [3.16404, 3.58245, -1.23559], [4.31092, 0.68683, -1.12246], [0.78969, 0.93866, -1.77528], [0.98359, -1.25829, -3.10055], [-0.79232, -1.87067, -3.43133], [1.89511, -2.56133, -2.04611], [1.87842, -1.10212, -4.78482], [-0.35006, 2.44898, -3.55575], [-1.95827, 1.74438, -4.31722], [0.70359, 3.01117, -5.04878], [-0.79426, 4.02682, -2.57787], [5.11583, 2.38523, -3.63215], [3.59347, 2.88197, -4.38847], [4.05165, 1.17577, -4.36738], [4.16771, 3.92714, -0.96824], [2.56281, 3.54991, -0.32206], [2.71535, 4.33599, -1.89207], [5.20457, 1.18216, -0.73358], [4.63217, -0.14289, -1.76000], [3.76481, 0.25752, -0.27819], [-1.40797, -1.74409, -2.53818], [-0.81292, -2.92978, -3.70826], [-1.25989, -1.30038, -4.23686], [1.38503, -2.70404, -1.09060], [2.92227, -2.25382, -1.83263], [1.93307, -3.53346, -2.54806], [1.46405, -0.27395, -5.36526], [1.77957, -2.01112, -5.38233], [2.94776, -0.91139, -4.64682], [-1.74459, 0.86861, -4.93396], [-2.43467, 2.49105, -4.95950], [-2.68557, 1.44253, -3.56364], [1.17563, 2.16606, -5.55297], [1.49693, 3.69148, -4.73097], [0.08557, 3.54011, -5.78240], [-1.37984, 3.79592, -1.68512], [-1.37308, 4.73756, -3.17822], [0.11543, 4.53559, -2.24745]], "forces_ev_per_angstrom": [[-0.4654, 0.4773, 0.7770], [-0.1626, 0.0257, -0.0872], [0.0403, 0.0297, 0.0727], [0.2447, 0.0607, 0.0728], [-0.0096, -0.2061, 0.1428], [0.2492, 0.5011, 0.1303], [0.0306, -0.2494, -0.1606], [-0.0267, -0.1764, 0.1192], [0.0672, -0.1617, -0.0851], [-0.0196, -0.1830, -0.0460], [0.0393, -0.0253, -0.1047], [0.0526, -0.3316, 0.0472], [-0.3705, 0.3117, -0.4191], [-0.1204, -0.4135, -0.3890], [0.0952, -0.1292, 0.1536], [-0.0860, -0.1309, 0.0963], [0.2421, 0.1553, -0.1059], [-0.3055, 0.2342, 0.0725], [0.1169, -0.1078, 0.1973], [-0.0345, -0.0345, -0.1182], [0.1484, 0.2032, -0.1080], [0.0426, -0.0579, -0.0307], [0.0083, -0.0178, -0.0764], [-0.0496, 0.0056, -0.0156], [-0.0154, 0.1399, 0.1290], [-0.0339, -0.0018, 0.0141], [0.0303, 0.0051, -0.0206], [-0.0012, -0.0247, 0.0321], [0.0452, 0.0081, -0.0054], [0.0231, 0.0178, -0.0826], [0.0067, -0.0573, -0.0180], [-0.0408, 0.0018, 0.0256], [0.0107, -0.0191, 0.0423], [0.0053, -0.0089, 0.0433], [-0.1138, 0.1071, -0.0803], [0.0178, 0.0146, 0.0469], [0.0818, 0.0398, 0.0070], [-0.0397, 0.0555, -0.1126], [-0.0220, 0.0032, 0.0188], [-0.0046, 0.0153, 0.0351], [0.0086, 0.0161, 0.0232], [0.0980, -0.0320, -0.0543], [-0.0685, -0.0619, -0.0001], [-0.0635, 0.0254, 0.0318], [-0.0326, -0.0208, -0.0108], [0.0440, 0.0196, 0.0711], [-0.0130, 0.0707, -0.0277], [0.0531, -0.0835, 0.0831], [0.0552, -0.0270, -0.0146], [-0.0746, -0.0527, 0.0316], [-0.0416, -0.0025, 0.0011], [-0.1408, -0.0150, 0.3642], [0.0400, -0.1747, 0.0080], [0.1429, 0.0141, -0.2371], [0.1385, -0.0776, -0.1542], [0.0821, 0.1534, -0.3198], [-0.2215, 0.1815, 0.0291], [0.0323, 0.0086, -0.0439], [0.0419, -0.0129, 0.0649], [-0.0109, -0.0591, 0.0144], [-0.0421, -0.0032, 0.0014], [0.0601, -0.0212, -0.0360], [-0.5283, -0.1615, 0.1453], [0.7012, 0.2135, 0.1585], [-0.1469, -0.3260, -0.1801], [-0.3917, 0.0787, -0.0721], [0.3849, 0.1846, -0.5097], [0.0466, -0.6227, -0.4223], [0.2876, 0.1917, 0.1257], [-0.1621, 0.3820, -0.0981], [-0.1090, 0.1512, 0.4603], [-0.3441, 0.5776, -0.4606], [0.3962, -0.0877, 0.2750], [-0.0670, -0.2047, 0.3895], [0.0518, -0.2648, -0.1332], [-0.1010, -0.0186, 0.1295], [0.0582, -0.0598, 0.0186], [0.0074, 0.1335, 0.0762], [-0.0127, -0.0846, -0.0828], [0.0467, -0.0014, -0.0535], [0.0323, -0.0561, 0.0457], [-0.0206, 0.0491, -0.0726], [-0.0272, 0.0441, 0.0214], [0.0590, 0.0181, 0.0064], [0.0003, 0.0044, 0.0219], [0.0965, 0.0731, 0.0136], [0.0351, -0.0006, 0.0016], [-0.0272, 0.0056, -0.0037], [0.0048, 0.0300, -0.0525], [-0.0444, 0.1094, -0.0665], [0.0143, -0.0202, 0.0173], [-0.0594, -0.0662, 0.0812], [-0.1064, 0.0016, 0.0139], [0.0173, 0.0215, -0.0131], [0.1261, 0.0583, 0.0602], [-0.0062, -0.0156, 0.0371], [0.0009, 0.0007, -0.0121], [-0.0218, -0.0195, 0.0094], [-0.0387, -0.0572, 0.1322], [0.0174, -0.0350, -0.0035], [0.0716, -0.1185, -0.0425], [-0.0060, -0.0290, 0.0032]], "lowdin_charge": [0.3112, -0.0471, -0.1263, -0.0482, -0.3405, 0.1166, -0.2141, -0.0327, -0.0833, -0.0902, -0.0586, -0.2384, 0.0669, -0.3713, -0.1409, -0.0322, -0.1003, -0.1885, -0.0356, -0.0687, -0.2152, -0.0610, -0.0670, 0.0987, 0.0346, 0.0667, 0.0973, 0.0818, 0.0736, 0.1024, 0.1015, 0.1032, 0.1111, 0.0783, 0.0917, 0.0884, 0.0005, 0.0845, 0.0963, 0.0829, 0.0916, 0.0983, 0.0956, 0.0844, 0.0887, 0.0987, 0.0870, 0.0856, 0.0747, 0.0926, 0.0838, -0.1307, -0.1244, -0.1661, -0.2063, -0.1659, -0.1273, 0.0918, 0.0908, 0.0741, 0.0705, 0.0919, -0.2137, 0.3107, -0.2397, -0.2416, 0.8729, 0.3183, -0.2194, -0.2129, -0.2207, 0.3176, -0.2199, -0.2245, -0.2342, 0.0306, 0.0042, 0.0102, 0.0282, -0.0045, 0.0156, 0.0317, 0.0251, -0.0181, -0.0032, 0.0333, 0.0084, -0.0027, 0.0117, 0.0354, 0.0085, 0.0266, 0.0110, 0.0099, 0.0302, 0.0068, 0.0106, 0.0097, 0.0296, 0.0075, 0.0309, 0.0128], "homo_lumo_gap_ha": 0.27642, "relative_energy_kj_mol": 0.00, "e_tot_ev": -116872.7423, "lumo_ev": 0.62, "homo_ev": -6.9}